DFT (ωB97M-V/def2-TZVPD) results for a structure of composition C29H29F3N3O4S2V.

Summary:
Energy relative to the best compared isomer or geometry (same formula, charge and spin), kcal per mole: 59.9

The geometry in ORCA input format:
```
! wB97M-V def2-TZVPD RIJCOSX def2/J DEFGRID3
* xyz -1 2
V -0.23386 -0.17882 0.22574
N 1.30525 -2.53055 -4.06570
C 0.72213 -1.60536 -3.25340
S -0.80417 -3.67069 -2.46234
N 1.21197 -0.40142 -3.18544
N 0.44438 0.39528 -2.32267
C 0.03931 1.45948 -2.89655
C -0.96696 2.37316 -2.35598
C -1.40905 3.43609 -3.14003
C -2.51080 4.19105 -2.77234
C -3.21727 3.85809 -1.62160
C -2.79098 2.81250 -0.81560
C -1.65049 2.10906 -1.17101
O -1.16992 1.15245 -0.36563
H 0.98625 -3.47597 -3.85610
H 2.28829 -2.39068 -4.22729
H 0.34787 1.63502 -3.92964
H -0.88801 3.64356 -4.06687
H -2.83785 5.01034 -3.39608
H -4.10153 4.41498 -1.34296
H -3.33582 2.53095 0.07168
C 0.29948 0.82013 2.16451
C -0.04776 2.20866 1.82540
C 0.94872 2.73772 1.06798
C 2.03678 1.76379 0.99447
C 1.70070 0.67929 1.75837
C 2.62153 -0.39136 2.25208
C 3.30404 1.97475 0.23263
C 0.97769 4.06726 0.38274
C -1.28459 2.87589 2.32632
C -0.23931 0.20982 3.43476
H 3.22655 0.00523 3.07510
H 3.29567 -0.75997 1.48175
H 2.07242 -1.24608 2.64324
H 3.77402 2.92667 0.49315
H 3.11978 1.98919 -0.84422
H 4.01803 1.17590 0.42035
H 1.71175 4.74648 0.82686
H 0.00419 4.55641 0.41407
H 1.24980 3.95682 -0.67006
H -1.19391 3.96097 2.26541
H -1.45625 2.61818 3.37366
H -2.18690 2.59087 1.78985
H 0.14129 -0.79438 3.60352
H -1.32762 0.13613 3.42297
H 0.04674 0.81768 4.30205
C -1.90039 -4.61088 3.52517
C -0.71072 -3.88609 3.30456
C -0.70064 -2.81623 2.45704
C -1.86660 -2.38603 1.77479
C -1.88022 -1.24264 0.90260
C -3.09434 -0.87274 0.37554
C -4.29108 -1.58718 0.62737
C -4.27532 -2.68313 1.42939
C -3.06075 -3.10042 2.02974
C -3.04632 -4.21967 2.89952
H -1.90092 -5.46809 4.18631
H 0.20571 -4.18648 3.79584
H 0.22577 -2.28542 2.29447
H -3.16549 -0.02553 -0.29323
H -5.21266 -1.25504 0.16508
H -5.17794 -3.24941 1.62659
H -3.97310 -4.75719 3.05775
F 1.12930 -4.53203 0.41963
C 2.22691 -3.80072 0.31167
F 2.65470 -3.47748 1.53937
F 3.17900 -4.54621 -0.27506
S 1.99688 -2.30027 -0.77130
O 3.28909 -1.62711 -0.63303
O -0.35931 -1.94735 -2.60953
O 0.92375 -1.56562 0.20072
*
```

DFT (ωB97M-V/def2-TZVPD) results for the molecule C4H8N2O.

Summary:
Energy relative to the best compared isomer or geometry (same formula, charge and spin), kcal per mole: 101.5

The geometry in ORCA input format:
```
! wB97M-V def2-TZVPD RIJCOSX def2/J DEFGRID3
* xyz 0 1
C 0.28857 1.76245 0.06315
C -1.02406 -0.19801 -0.22795
C 0.24654 -1.27121 -0.35518
N 1.49881 -0.93303 -0.68093
C -0.21448 -1.23706 0.96597
O -2.22610 -0.76555 -0.55178
N -0.89236 1.06643 -0.36700
H -2.80937 -0.02297 -0.76528
H 2.23210 -0.82130 0.01216
H 1.73166 -0.71970 -1.63599
H 0.71281 1.38781 1.00299
H 0.04137 2.81483 0.20724
H 1.07505 1.71207 -0.70480
H 0.42118 -0.94946 1.80870
H -1.08172 -1.82527 1.22870
*
```

DFT (ωB97M-V/def2-TZVPD) results for the molecule C4H4N4.

Summary:
SMILES: C1=C\N=N/C=C\N=N/1
Energy relative to the best compared isomer or geometry (same formula, charge and spin), kcal per mole: 124.0

The geometry in ORCA input format:
```
! wB97M-V def2-TZVPD RIJCOSX def2/J DEFGRID3
* xyz 0 1
C -0.01453 -0.47770 -1.57141
C -0.26912 0.90768 -1.01401
N -1.13712 1.17482 -0.00689
N -1.43873 0.36793 0.86160
C -0.52036 -0.30201 1.41185
C 0.85344 -0.05331 1.10726
N 1.57244 -0.47662 0.07973
N 0.91128 -1.14365 -0.92332
H -0.42990 -1.20220 -2.30141
H -0.04069 1.81869 -1.72947
H -0.78962 -0.89181 2.41724
H 1.60852 0.36999 1.93367
*
```

Question: Which of these has the highest energy relative to the best compared isomer or geometry (same formula, charge and spin)?
Answer: C4H4N4